Record 1
{
  "formula": "C4H12ClIO3PS",
  "method": "ωB97M-V/def2-TZVPD",
  "multiplicity": 1,
  "lumo_energy_ev": 2.572,
  "charge": -1,
  "e_homo_ev": -2.9,
  "species": ["O", "S", "O", "O", "C", "C", "C", "C", "P", "I", "H", "H", "H", "H", "H", "H", "H", "H", "H", "H", "H", "H", "Cl"],
  "xyz": [[-2.777, 1.926, -1.189], [-2.581, 0.730, -0.308], [-2.766, -0.553, -1.034], [-3.797, 0.815, 0.876], [-0.944, 0.828, 0.519], [-0.383, -0.562, 1.052], [1.126, -0.348, 1.513], [2.264, -0.820, 0.490], [1.879, -0.716, -1.376], [1.625, -0.683, -3.853], [-3.747, 1.721, 1.242], [-0.179, 1.347, -0.121], [-1.086, 1.494, 1.435], [-0.975, -0.788, 2.001], [-0.557, -1.437, 0.368], [1.261, -0.987, 2.448], [1.240, 0.726, 1.854], [2.676, -1.858, 0.731], [3.147, -0.112, 0.661], [1.624, 0.688, -1.366], [0.904, -1.755, -1.337], [3.244, -1.141, -1.602], [-1.199, 1.485, -3.003]],
  "atomic_forces_ev_per_a": [[-0.539, -2.316, 4.985], [-1.758, 1.343, -5.761], [0.465, 2.099, 3.090], [1.705, -0.250, -0.118], [0.464, -0.316, 1.438], [-0.478, 0.582, 1.074], [-0.076, -1.195, 0.473], [0.310, 1.005, 1.122], [1.208, -0.434, 1.233], [0.013, -0.127, -1.415], [-0.070, -0.381, -0.423], [-1.420, -0.529, -0.075], [0.033, -0.762, -1.170], [0.642, 0.120, -1.245], [0.275, 1.116, 0.418], [-0.133, 0.919, -1.025], [0.051, -1.165, -0.587], [-0.802, 1.156, -0.283], [-0.942, -0.902, -0.335], [-0.191, -0.543, -0.005], [0.211, 0.568, 0.005], [-0.807, 0.246, 0.035], [1.838, -0.235, -1.431]],
  "lowdin_charge": [-0.5476, 0.6220, -0.3497, -0.2279, -0.2608, -0.2456, -0.2640, -0.4405, 0.3051, 0.1510, 0.0646, 0.0698, 0.1075, 0.1115, 0.0959, 0.0980, 0.1040, 0.0720, 0.0687, -0.0376, -0.0347, -0.0492, -0.4123]
}

***

Record 2
{
  "formula": "C4H12CsNO",
  "method": "ωB97M-V/def2-TZVPD",
  "multiplicity": 1,
  "lumo_energy_ev": -6.290,
  "charge": 2,
  "e_homo_ev": -18.0,
  "relative_energy_kj_mol": 294.2,
  "species": ["Cs", "C", "C", "C", "O", "C", "N", "H", "H", "H", "H", "H", "H", "H", "H", "H", "H", "H", "H"],
  "xyz": [[-1.204, -4.027, -0.771], [1.780, 0.219, 0.876], [0.814, 1.052, 0.039], [-0.106, 0.075, -0.790], [-0.868, -0.846, 0.012], [-1.820, -1.599, -0.750], [0.131, 2.020, 0.955], [0.860, 2.560, 1.398], [-0.390, 2.713, 0.437], [-0.397, 1.575, 1.692], [2.411, 0.680, 1.636], [2.518, -0.239, 0.218], [1.301, -0.623, 1.376], [1.435, 1.639, -0.637], [0.581, -0.481, -1.428], [-0.821, 0.661, -1.369], [-1.402, -1.900, -1.710], [-2.693, -0.981, -0.961], [-2.132, -2.500, -0.221]],
  "atomic_forces_ev_per_a": [[3.063, -7.845, -0.786], [0.548, -1.081, 0.116], [0.648, -1.940, 0.327], [-0.355, 0.883, 0.668], [0.438, -0.341, 0.177], [-1.080, 3.862, 0.163], [0.407, 0.181, -0.718], [0.483, 0.217, 0.496], [-0.876, 0.149, -0.107], [-0.585, -0.208, 0.196], [-0.329, 0.732, -0.078], [-0.092, 0.017, -0.249], [-0.318, 0.123, 0.018], [-0.486, 0.157, -0.262], [-0.018, 0.137, -0.252], [0.118, 0.054, -0.391], [-0.041, 0.604, -0.200], [-0.143, 0.098, -0.036], [-1.382, 4.199, 0.918]],
  "lowdin_charge": [1.5056, -0.0342, -0.2670, -0.1256, -0.1940, -0.3826, 0.2537, 0.1744, 0.1796, 0.1814, 0.1024, 0.1041, 0.0906, 0.1655, 0.1430, 0.1391, 0.0107, 0.1252, -0.1718]
}

***

Record 3
{
  "formula": "C4H12CsNO",
  "method": "ωB97M-V/def2-TZVPD",
  "multiplicity": 1,
  "lumo_energy_ev": -7.635,
  "charge": 2,
  "e_homo_ev": -17.0,
  "relative_energy_kj_mol": 514.2,
  "species": ["Cs", "C", "C", "C", "O", "C", "N", "H", "H", "H", "H", "H", "H", "H", "H", "H", "H", "H", "H"],
  "xyz": [[-0.040, -2.545, 2.131], [0.751, -1.570, -0.252], [0.922, -0.059, -0.315], [-0.395, 0.719, -0.026], [-1.281, 0.483, -1.115], [-2.610, 0.996, -0.896], [2.055, 0.408, 0.641], [1.737, 0.242, 1.585], [2.878, -0.142, 0.439], [2.356, 1.372, 0.640], [0.202, -2.051, -1.062], [0.221, -1.851, 0.658], [1.648, -2.122, 0.028], [1.497, 0.251, -1.187], [-0.237, 1.780, 0.168], [-0.816, 0.473, 0.948], [-2.554, 2.049, -0.622], [-3.020, 0.452, -0.044], [-3.314, 1.113, -1.719]],
  "atomic_forces_ev_per_a": [[-2.193, -4.466, 8.933], [0.085, 0.268, 0.508], [0.706, 1.037, -0.765], [-0.205, 0.330, -1.122], [0.657, -0.184, 0.170], [0.172, 1.189, 1.373], [-1.165, -1.001, 1.009], [0.436, -0.056, 0.695], [0.493, -0.367, 0.109], [-0.295, 0.819, -0.628], [0.383, 0.445, -0.412], [0.801, 3.758, -7.183], [0.800, 0.032, -1.068], [-1.359, -0.119, -1.002], [0.426, 0.463, -0.681], [-0.329, -0.992, 0.355], [0.373, 0.182, 0.490], [-0.464, -0.051, -0.190], [0.680, -1.288, -0.592]],
  "lowdin_charge": [1.5432, -0.2101, -0.2302, -0.1860, -0.1523, -0.0413, 0.2400, 0.1512, 0.1720, 0.1830, 0.1344, -0.4142, 0.0848, 0.1687, 0.1401, 0.1157, 0.0954, 0.0938, 0.1116]
}

***

Record 4
{
  "formula": "C4H12CsNO",
  "method": "ωB97M-V/def2-TZVPD",
  "multiplicity": 2,
  "lumo_energy_ev": [-10.774, -17.720],
  "s2": 0.754,
  "charge": 3,
  "e_homo_ev": [-24.5, -24.5],
  "species": ["Cs", "C", "C", "C", "O", "C", "N", "H", "H", "H", "H", "H", "H", "H", "H", "H", "H", "H", "H"],
  "xyz": [[-2.398, -0.642, -2.806], [2.324, -0.303, -0.171], [0.834, 0.246, -0.375], [-0.173, -0.385, 0.560], [-1.463, -0.272, -0.065], [-2.535, -0.880, 0.665], [0.818, 1.733, -0.205], [1.760, 2.071, -0.072], [0.406, 2.163, -1.021], [0.220, 2.082, 0.531], [2.643, -0.226, 0.868], [3.020, 0.270, -0.784], [2.312, -1.355, -0.457], [0.634, 0.036, -1.426], [-0.109, 0.021, 1.569], [0.135, -1.428, 0.637], [-3.491, -0.577, 0.238], [-2.511, -0.593, 1.716], [-2.426, -1.962, 0.597]],
  "atomic_forces_ev_per_a": [[-0.630, -0.235, -1.461], [-1.499, 0.354, 0.422], [1.993, -0.586, 0.163], [1.250, 0.455, -1.548], [-0.197, -0.915, 2.190], [-0.695, 1.126, -0.334], [-0.517, 0.026, -0.525], [0.583, 0.594, 0.098], [0.313, 0.581, -0.691], [0.048, 0.164, 0.911], [-0.048, 0.006, 0.100], [-0.084, -0.151, -0.200], [0.263, 0.065, -0.109], [-0.365, 0.033, 0.084], [-0.635, 0.029, 0.415], [-0.529, -0.748, 0.205], [0.137, 0.026, -0.239], [0.352, -0.111, 0.424], [0.261, -0.711, 0.096]],
  "mulliken_spin": [0.0036, 0.0007, -0.0120, 0.0759, 0.6974, 0.0499, 0.0039, 0.0003, 0.0003, -0.0002, -0.0003, -0.0001, 0.0027, -0.0019, 0.0238, 0.0298, 0.0104, 0.0389, 0.0768]
}

***

Record 5
{
  "formula": "C4H12FeO7",
  "method": "ωB97M-V/def2-TZVPD",
  "multiplicity": 5,
  "lumo_energy_ev": [0.134, 0.106],
  "s2": 6.006,
  "charge": 0,
  "e_homo_ev": [-8.7, -7.9],
  "relative_energy_kj_mol": 18.0,
  "species": ["Fe", "C", "C", "O", "O", "H", "H", "H", "C", "C", "O", "O", "H", "H", "H", "O", "H", "H", "O", "H", "H", "O", "H", "H"],
  "xyz": [[-9.585, -17.670, 4.099], [-6.779, -18.388, 1.249], [-7.781, -18.259, 2.375], [-8.991, -18.570, 2.167], [-7.407, -17.822, 3.498], [-6.767, -19.410, 0.879], [-5.785, -18.102, 1.588], [-7.079, -17.718, 0.444], [-13.579, -17.040, 4.352], [-12.119, -17.409, 4.332], [-11.641, -18.034, 3.339], [-11.381, -17.059, 5.301], [-14.007, -17.243, 5.329], [-14.115, -17.559, 3.562], [-13.658, -15.966, 4.165], [-9.586, -19.665, 4.779], [-10.247, -20.275, 4.437], [-9.094, -20.125, 5.463], [-8.523, -17.113, 5.936], [-7.770, -17.665, 6.164], [-8.461, -16.323, 6.479], [-9.710, -15.658, 3.281], [-9.431, -14.749, 3.410], [-10.309, -15.668, 2.526]],
  "atomic_forces_ev_per_a": [[-0.129, -0.140, -0.260], [0.039, 0.131, 0.254], [-0.246, -0.236, -0.159], [0.427, 0.478, 0.113], [-0.192, 0.115, 0.111], [-0.054, -0.023, -0.105], [-0.018, -0.055, 0.019], [-0.046, -0.099, -0.098], [0.018, 0.068, -0.178], [0.261, -0.220, 0.042], [-0.084, 0.413, 0.317], [0.152, -0.090, -0.427], [-0.056, -0.005, 0.045], [-0.032, -0.068, 0.072], [-0.009, -0.012, 0.084], [-0.019, -0.501, 0.328], [-0.063, 0.107, -0.155], [0.008, 0.005, 0.032], [0.070, -0.044, 0.453], [0.173, 0.096, -0.216], [-0.166, 0.054, -0.013], [-0.114, 0.093, -0.355], [0.110, -0.024, 0.106], [-0.029, -0.043, -0.009]],
  "mulliken_spin": [3.8418, -0.0032, -0.0138, 0.0380, 0.0330, 0.0008, 0.0007, 0.0007, -0.0027, -0.0171, 0.0340, 0.0394, 0.0005, 0.0011, 0.0006, 0.0172, -0.0006, 0.0017, 0.0132, -0.0013, 0.0010, 0.0136, 0.0031, -0.0017]
}

***

Record 6
{
  "formula": "C4H12I2N2",
  "method": "ωB97M-V/def2-TZVPD",
  "multiplicity": 1,
  "lumo_energy_ev": -7.664,
  "charge": 2,
  "e_homo_ev": -14.9,
  "relative_energy_kj_mol": 363.6,
  "species": ["C", "C", "C", "C", "N", "N", "I", "I", "H", "H", "H", "H", "H", "H", "H", "H", "H", "H", "H", "H"],
  "xyz": [[-1.467, 0.243, -0.032], [-1.512, 1.358, 1.048], [-0.390, 0.491, -0.978], [3.024, -1.567, -0.734], [-2.771, 1.052, 1.777], [4.100, -0.879, -1.480], [-0.125, 2.443, -1.776], [1.573, -0.284, 0.032], [-1.512, -0.707, 0.593], [-2.316, 0.523, -0.605], [-1.383, 2.346, 0.658], [-0.698, 1.176, 1.759], [-0.347, -0.044, -1.980], [2.532, -2.580, -1.114], [-2.864, 0.097, 2.203], [-3.414, 1.231, 1.085], [-2.821, 1.647, 2.617], [5.036, -1.087, -1.186], [4.064, -1.162, -2.541], [4.099, 0.110, -1.492]],
  "atomic_forces_ev_per_a": [[-0.324, 1.237, 2.127], [2.093, -2.904, 0.883], [3.194, -1.174, -2.841], [-1.849, -1.165, 0.960], [2.105, 0.201, 3.152], [-0.835, -2.197, -4.221], [-0.085, 0.277, 0.256], [0.131, -0.298, -0.121], [0.132, 0.632, -1.718], [-1.577, -0.876, -0.704], [-0.863, 0.701, -0.005], [-0.051, 0.291, -0.027], [-0.564, -0.059, 1.794], [1.631, 2.506, 0.251], [0.253, 0.614, -1.089], [-3.167, 0.439, -1.234], [-0.679, 0.350, -0.558], [0.739, -0.855, 0.741], [0.338, 0.694, 2.072], [-0.623, 1.587, 0.283]],
  "lowdin_charge": [-0.3686, -0.2088, -1.0067, -0.5711, 0.2103, 0.0337, 0.9444, 1.3845, 0.1503, 0.1092, 0.0602, 0.1259, 0.0368, 0.0809, 0.2087, 0.1329, 0.1969, 0.1510, 0.2159, 0.1136]
}

***

Record 7
{
  "formula": "C4H12IN2",
  "method": "ωB97M-V/def2-TZVPD",
  "multiplicity": 1,
  "lumo_energy_ev": -4.172,
  "charge": 1,
  "e_homo_ev": -13.7,
  "relative_energy_kj_mol": 138.5,
  "species": ["C", "C", "C", "C", "N", "N", "I", "H", "H", "H", "H", "H", "H", "H", "H", "H", "H", "H", "H"],
  "xyz": [[-0.526, 2.087, -1.405], [1.212, -0.520, 1.930], [0.259, 1.210, -0.461], [-0.571, 0.324, 0.481], [-0.381, -2.363, -0.988], [-0.131, -0.395, 1.460], [-2.706, 0.106, 0.198], [-1.362, 1.657, -1.918], [-0.962, 2.995, -0.812], [0.139, 2.684, -2.039], [1.322, -0.826, 2.954], [1.809, -1.187, 1.296], [1.750, 0.418, 1.801], [0.869, 0.422, -0.992], [0.775, 1.862, 0.403], [0.525, -2.462, -0.617], [-0.631, -3.236, -1.305], [-0.454, -1.783, -1.882], [-0.936, -0.992, 1.899]],
  "atomic_forces_ev_per_a": [[-0.155, 3.400, 1.677], [1.960, 0.329, -0.852], [-0.005, -0.725, 2.739], [-1.561, -0.040, -0.821], [-1.263, 3.129, -1.274], [-3.018, -0.944, 0.556], [1.207, 0.295, 0.136], [-0.051, -0.527, -0.499], [0.379, -1.801, -0.657], [0.003, -0.814, -0.359], [-0.511, -0.175, 0.368], [-0.423, -0.318, 0.111], [-0.254, 0.289, 0.212], [0.157, 1.176, 0.625], [-0.152, -1.275, -2.404], [1.491, 0.228, -0.057], [-0.902, -2.621, -0.582], [0.797, -0.836, 1.813], [2.299, 1.229, -0.732]],
  "lowdin_charge": [-0.1558, -0.0299, -0.2417, -0.6237, 0.0289, -0.0662, 1.0118, 0.0277, 0.1221, 0.0879, 0.1040, 0.1087, 0.0967, 0.1415, 0.1771, -0.0060, -0.0131, 0.0688, 0.1610]
}

***

Record 8
{
  "formula": "C4H12INSi",
  "method": "ωB97M-V/def2-TZVPD",
  "smiles": "C[Si](C)(C)I.C=N",
  "multiplicity": 1,
  "lumo_energy_ev": 0.781,
  "charge": 0,
  "e_homo_ev": -9.1,
  "relative_energy_kj_mol": 29.7,
  "species": ["C", "Si", "C", "C", "I", "H", "H", "H", "H", "H", "H", "H", "H", "H", "C", "N", "H", "H", "H"],
  "xyz": [[0.902, -1.842, -1.746], [0.769, -1.009, -0.086], [-0.893, -0.334, 0.079], [1.574, -2.172, 1.245], [2.583, 0.821, -0.095], [0.478, -1.199, -2.549], [1.857, -2.080, -1.971], [0.298, -2.826, -1.799], [-1.566, -0.515, 0.902], [-0.780, 0.787, -0.175], [-1.357, -0.695, -0.862], [2.524, -2.522, 0.956], [1.709, -1.687, 2.285], [0.933, -3.074, 1.534], [-0.252, 3.336, 1.231], [-0.990, 3.202, 0.252], [0.443, 2.569, 1.173], [-0.174, 4.183, 1.977], [-1.774, 3.862, 0.069]],
  "atomic_forces_ev_per_a": [[-4.108, -0.316, -0.016], [2.406, -1.191, 0.888], [-0.605, 2.044, -1.657], [-2.587, 0.428, 2.294], [-0.630, -0.435, -0.108], [0.348, -0.285, 0.456], [3.216, -0.694, -0.821], [0.763, 1.467, 0.342], [0.113, 0.084, 0.327], [-0.419, -1.393, 0.842], [-0.150, -0.078, 0.539], [1.172, -0.371, -0.589], [-0.145, -0.283, -1.725], [0.650, 0.991, -0.796], [0.382, 1.989, 1.129], [-3.001, 0.323, -2.248], [2.051, -1.222, 1.207], [-0.361, -0.946, -0.672], [0.905, -0.112, 0.607]],
  "lowdin_charge": [-0.2483, 0.1598, -0.2340, -0.2713, 0.3760, 0.0471, -0.0313, 0.0760, 0.0322, 0.0280, 0.0344, -0.0155, 0.0470, 0.0415, -0.1587, 0.0128, -0.0486, 0.0922, 0.0608]
}

***

Look up the multiplicity of the sixth one.
1

***

Which value of multiplicity does entry 2 give?
1